# 1
{"formula": "C2H4FN3", "method": "ωB97M-V with the def2-TZVPD basis set", "elements": ["C", "N", "N", "N", "C", "H", "H", "H", "F", "H"], "coordinates": [[0.01417, 0.95657, 0.16133], [0.53655, 0.18913, 1.04816], [-0.12043, -1.06827, 0.88754], [-1.06572, -1.02492, 0.08559], [-1.17596, 0.27590, -0.54130], [0.18288, 2.02012, 0.20339], [-2.03907, 0.96335, -0.35064], [-1.01837, 0.04686, -1.61445], [2.05045, -1.07541, -0.34532], [2.63550, -1.28333, 0.46570]], "e_lumo_ev": 0.320, "orbital_gap_ha": 0.3833, "e_above_lowest_kj_mol": 212.79, "total_energy_ev": -9323.7607, "smiles": "C1=NN=NC1.F", "homo_energy_ev": -10.109, "spin_multiplicity": 1}



# 2
{"formula": "C2H4FNO", "method": "ωB97M-V with the def2-TZVPD basis set", "elements": ["O", "N", "C", "C", "F", "H", "H", "H", "H"], "coordinates": [[2.22056, -0.09273, -0.00983], [0.83365, -0.13671, 0.09326], [0.00718, 0.90272, -0.14743], [-1.53170, 0.36717, 0.07343], [-1.43180, -0.94390, -0.11540], [2.43114, -1.17493, 0.10728], [0.11075, 2.04938, -0.19598], [-1.67744, 0.50421, 1.33937], [-2.43116, 1.19587, -0.34223]], "e_lumo_ev": 0.872, "orbital_gap_ha": 0.3847, "e_above_lowest_kj_mol": 508.73, "total_energy_ev": -8388.9747, "smiles": "O/N=C/CF", "homo_energy_ev": -9.597, "spin_multiplicity": 1}



# 3
{"formula": "C2H4FNO", "method": "ωB97M-V with the def2-TZVPD basis set", "elements": ["C", "N", "F", "C", "O", "H", "H", "H", "H"], "coordinates": [[0.32247, -0.72704, 0.71369], [-0.19907, -0.54270, -0.54461], [-1.54038, -0.81187, -0.54640], [-0.06514, 1.15736, -0.80915], [0.69786, 1.85124, -0.29821], [-0.33100, -1.49448, 1.16506], [1.27622, -1.07630, 0.58654], [0.36722, 0.14882, 1.45464], [-0.52818, 1.49497, -1.72158]], "e_lumo_ev": 0.719, "orbital_gap_ha": 0.3819, "e_above_lowest_kj_mol": 391.95, "total_energy_ev": -8390.1851, "smiles": "CN(F)C=O", "homo_energy_ev": -9.673, "spin_multiplicity": 1}



# 4
{"formula": "C2H4FNO2", "method": "ωB97M-V with the def2-TZVPD basis set", "elements": ["C", "C", "N", "O", "O", "F", "H", "H", "H", "H"], "coordinates": [[1.19096, 0.42696, 0.09316], [1.17872, -1.03454, -0.08208], [-2.74448, -0.08572, 0.37732], [1.77073, 1.21384, 0.74837], [-2.71523, 1.24144, 0.27504], [-0.03337, 0.94958, -0.52228], [1.58211, -1.25292, -1.04528], [0.17998, -1.31162, -0.09251], [1.67521, -1.57347, 0.69702], [-2.08463, 1.42645, -0.44875]], "e_lumo_ev": [0.157, 0.110], "orbital_gap_ha": [0.3472, 0.3461], "e_above_lowest_kj_mol": 420.32, "total_energy_ev": -10437.1822, "homo_energy_ev": [-9.292, -9.309], "spin_multiplicity": 1}



# 5
{"formula": "C2H4FNO2", "method": "ωB97M-V with the def2-TZVPD basis set", "elements": ["C", "C", "F", "N", "O", "O", "H", "H", "H", "H"], "coordinates": [[0.21680, 0.17137, 0.34214], [-1.01445, -0.38609, -0.35246], [-1.24307, -1.85874, 0.26518], [-2.27784, 0.27591, 0.08444], [-2.25613, 1.11544, 0.95614], [-3.22130, 0.10042, -0.64404], [1.12985, -0.43731, 0.19881], [0.19144, 0.17457, 1.47016], [0.33776, 1.06626, -0.21444], [-1.12219, -0.59913, -1.35227]], "e_lumo_ev": -0.627, "orbital_gap_ha": 0.4033, "e_above_lowest_kj_mol": 403.81, "total_energy_ev": -10437.3532, "smiles": "C[C@@H](F)[N+](=O)[O-]", "homo_energy_ev": -11.601, "spin_multiplicity": 1}



# 6
{"formula": "C2H4FPS", "method": "ωB97M-V with the def2-TZVPD basis set", "elements": ["C", "C", "F", "P", "S", "H", "H", "H", "H"], "coordinates": [[0.04497, 0.33348, 0.68206], [-1.02503, 0.01224, -0.35556], [1.04864, -1.83264, -0.32808], [1.93017, 1.27887, -0.58175], [1.64006, -0.36081, 0.56864], [-0.17877, 0.57482, 1.68653], [-1.52036, 0.95636, -0.38063], [-1.54878, -0.76536, 0.05419], [-0.39089, -0.19697, -1.34542]], "e_lumo_ev": [-0.738, -0.738], "orbital_gap_ha": [0.2799, 0.2799], "e_above_lowest_kj_mol": 239.50, "total_energy_ev": -24976.4777, "homo_energy_ev": [-8.355, -8.355], "spin_multiplicity": 1}